A 12-piece molecular cluster, C36H96B6F24N6O12 overall. Source: OMol25; level of theory: wB97M-V/def2-TZVPD.

```
180
Properties=species:S:1:pos:R:3:forces:R:3
F 6.320 3.078 -3.870 0.166 0.157 0.442
F 2.549 -4.033 -2.692 -1.972 0.393 -3.254
F 2.354 -2.732 -0.760 -0.832 0.105 -0.131
F 1.837 6.560 -3.699 0.286 0.279 0.640
F 4.231 3.841 -4.377 -2.357 -0.957 1.242
F -3.545 0.808 -4.194 -2.477 2.374 2.066
F 5.644 3.399 -6.032 0.436 -0.486 -0.529
F 0.138 0.117 -0.670 -2.767 -2.835 -0.929
F -2.270 -0.847 -3.351 0.838 -0.405 1.372
F 1.179 4.492 -3.065 0.990 -1.571 0.976
F 0.551 6.276 -1.763 0.870 0.015 1.503
F -4.813 4.693 0.682 -1.476 0.587 -1.697
F 0.744 2.173 -1.291 -0.849 1.495 -0.994
F 3.891 -4.288 -1.115 2.295 -0.653 1.598
F 2.193 0.749 -0.582 3.307 -0.881 0.442
F -4.929 3.075 2.275 -1.235 -1.697 0.489
F 5.840 5.246 -4.719 1.169 0.268 0.425
F -3.246 -0.971 -5.364 -0.082 -1.505 -0.835
F -0.337 5.902 -3.744 -1.368 0.431 -0.865
F -4.335 5.151 2.818 -0.407 1.960 2.183
F 0.709 1.547 0.871 -0.249 0.883 2.267
F 1.781 -5.008 -0.705 -0.333 0.682 -0.436
F -3.030 3.914 1.595 3.867 -1.160 -0.413
F -1.620 0.569 -5.093 1.953 0.021 -0.013
O -0.637 -2.310 2.883 -0.380 -0.222 1.898
O -2.904 0.437 4.195 0.286 -2.064 2.938
O 1.253 5.246 2.763 -0.843 0.153 2.243
O -4.148 -0.302 -0.125 1.547 -0.678 -1.146
O 2.106 -1.558 -5.360 3.429 -0.305 1.850
O 2.747 1.397 5.331 -1.351 -1.665 0.749
O 3.485 -3.690 3.102 -0.071 0.690 -0.700
O -4.474 2.964 -2.772 1.533 -0.507 0.235
O 5.507 -0.981 -2.536 -0.553 0.281 1.114
O -4.567 -7.814 -0.573 -0.111 0.818 -0.150
O -3.026 -4.243 -1.752 -0.399 0.271 0.025
O 4.973 2.922 -0.387 -0.646 0.526 -0.469
N 2.589 4.412 -0.521 1.268 0.350 -0.064
N 2.794 0.147 -3.151 0.108 1.380 -2.250
N -2.553 -2.522 4.956 1.461 -0.499 0.113
N -5.146 -4.786 -0.098 -1.250 -0.390 -2.546
N 2.879 -0.931 3.452 0.580 1.640 -2.210
N -2.285 1.550 -1.781 -0.423 2.625 1.324
C -2.289 0.029 5.483 -1.328 -1.487 -1.178
C -3.319 3.827 -2.625 -1.601 -1.393 1.009
C -5.842 -5.688 -1.188 1.231 -2.301 2.059
C -2.832 -1.388 6.015 -0.128 0.454 -1.231
C -5.689 3.603 -2.820 -0.801 1.130 0.182
C -0.461 -3.505 3.664 -1.885 0.620 -1.016
C -4.768 -9.095 -0.019 1.800 -0.637 0.007
C 1.159 4.844 1.422 0.081 0.784 0.839
C -1.153 -3.291 5.010 0.006 2.503 0.331
C 2.740 -4.486 2.195 -0.333 -1.057 0.070
C 4.885 0.088 -1.839 0.534 -0.030 -2.107
C 4.281 -2.732 2.396 -0.588 -0.029 1.202
C -0.411 -2.423 1.478 0.447 -0.360 0.043
C -5.786 -7.163 -0.574 -1.736 0.757 -0.968
C -3.985 -3.209 -1.807 -0.297 -0.395 0.493
C -2.122 2.903 -2.503 1.021 -0.109 -0.924
C 1.933 0.646 -4.315 1.259 0.889 -0.272
C -5.119 -0.547 0.798 -1.468 2.086 1.881
C 3.544 -1.427 2.125 -0.493 -0.461 0.298
C 1.555 0.914 4.612 2.219 0.481 -2.216
C 3.784 4.815 -1.392 -1.397 -0.325 -0.266
C -2.973 0.399 0.374 -1.514 0.192 -0.009
C 5.920 2.531 0.590 -1.484 -0.113 -0.102
C 3.572 2.459 4.888 -0.791 0.617 -1.975
C 5.063 4.319 -0.781 0.654 -0.958 0.457
C -2.616 1.790 3.949 0.593 0.823 -1.549
C 2.669 4.808 0.899 -2.203 -0.966 0.390
C -1.776 -3.898 -2.344 1.211 0.280 0.435
C -2.807 1.695 -0.375 0.730 0.304 0.158
C -4.913 -3.362 -0.591 0.946 -0.317 0.841
C 4.150 0.821 -3.009 -1.205 0.721 2.398
C 1.264 -0.509 -4.939 -1.964 -1.598 -2.351
C 6.171 -1.800 -1.635 1.879 -0.635 -0.773
C 0.035 5.086 3.560 1.301 -0.797 0.529
C 1.939 0.308 3.164 0.137 -0.582 1.935
C 1.527 -2.656 -6.017 -1.210 0.946 0.544
B -4.309 4.232 1.852 -0.547 -0.057 -0.481
B -2.636 -0.113 -4.471 -0.068 -1.014 -2.429
B 0.919 1.146 -0.412 0.334 1.276 -0.053
B 2.582 -4.015 -1.386 0.695 -0.261 2.736
B 5.539 3.880 -4.734 0.531 0.730 -1.147
B 0.848 5.832 -3.055 -0.706 0.499 -1.748
H -2.903 2.023 2.924 0.017 -0.200 -0.001
H 0.762 1.651 4.487 0.259 0.384 -0.020
H -3.767 -9.507 -0.151 -0.058 -0.407 0.790
H 5.613 3.059 1.493 0.819 0.246 0.456
H -6.523 2.909 -2.919 0.341 -0.345 -0.371
H -2.632 -2.026 4.080 0.654 0.459 -0.898
H 2.270 0.310 -2.303 0.067 -0.684 0.490
H 1.773 4.851 -0.924 -0.713 0.288 -0.752
H 3.361 -5.281 1.782 0.177 0.248 -0.361
H -5.435 0.365 1.304 0.705 0.860 0.489
H 1.992 -5.026 2.776 -0.185 0.133 0.104
H 0.445 5.536 0.976 0.641 0.371 -1.098
H 3.543 4.484 -2.402 0.259 -0.309 -0.038
H -5.243 -5.670 -2.098 0.057 0.424 0.213
H -0.336 4.061 3.551 -0.436 -0.198 -1.221
H 2.896 -0.811 -3.453 0.431 -0.983 0.806
H 0.827 -3.097 -5.307 -0.455 -0.301 -0.281
H 2.442 3.412 -0.535 -0.085 -0.421 -0.488
H 1.078 -0.054 2.603 -0.196 -0.381 0.547
H -6.139 -0.665 0.432 0.324 -1.410 -0.906
H -4.824 -1.157 1.652 -0.050 -0.869 -0.123
H 5.230 4.927 0.108 0.459 -0.011 0.256
H 0.428 -0.878 -4.344 -0.101 -0.181 0.268
H -4.511 -3.225 -2.762 -0.074 0.143 -0.051
H -3.665 2.367 -0.395 -0.295 -0.534 -0.022
H 0.022 -3.408 1.303 0.604 0.348 -0.500
H -1.760 -3.351 -3.287 -0.891 -0.631 -0.492
H 5.610 0.675 -1.275 0.440 0.572 -0.822
H 0.880 -0.292 -5.936 -1.035 1.462 0.397
H 4.616 0.960 -3.985 0.418 -0.695 0.319
H -6.470 -7.852 -1.071 -0.502 0.502 -0.805
H -6.243 -7.169 0.415 0.164 0.480 0.716
H -2.055 -0.189 0.381 -0.144 -0.384 -0.613
H -2.437 0.793 6.245 -0.232 -0.127 0.094
H -1.343 3.494 -2.021 0.188 -0.407 0.223
H 0.579 -3.769 3.858 0.099 0.011 -0.073
H 3.161 3.978 1.406 0.127 0.189 0.216
H 2.565 1.141 -5.052 0.418 -0.087 0.220
H -1.171 -4.162 5.665 -0.507 0.042 -0.230
H -1.217 -0.151 5.391 0.299 0.412 -0.418
H -5.881 -2.871 -0.694 0.106 -0.145 -0.065
H 3.637 -0.730 4.088 0.336 0.955 0.288
H -5.915 4.149 -1.904 0.201 0.288 0.293
H 5.565 -2.392 -0.949 -0.357 -0.082 -0.247
H 0.587 3.916 1.431 0.743 -0.754 -0.646
H 4.296 -0.281 -0.999 -1.054 -0.245 -0.444
H -3.553 -2.225 -1.624 0.133 0.168 -0.518
H -5.665 -4.755 0.768 -0.754 0.041 -0.001
H 6.818 -2.396 -2.278 -0.407 -0.859 0.189
H 1.024 -2.192 -6.865 -0.446 -0.695 -0.427
H -2.867 0.972 -2.371 -0.445 -0.413 -0.353
H -3.292 4.603 -3.390 0.543 -0.378 -0.427
H 3.263 5.711 1.043 -0.558 0.158 -0.074
H 5.682 1.482 0.768 0.307 -0.174 0.016
H 1.240 1.428 -4.002 -0.121 -0.289 0.279
H -0.577 -2.513 5.512 0.261 -0.201 0.233
H -5.408 -9.810 -0.535 -0.556 0.593 -0.527
H -4.306 -5.277 0.175 0.938 0.077 -0.581
H 3.938 1.834 -2.668 -0.162 0.098 -0.165
H -1.530 1.874 3.992 0.141 0.620 0.208
H -5.681 4.318 -3.643 -0.364 0.130 -0.233
H -1.326 1.233 -1.765 0.202 -0.752 0.019
H 5.932 4.322 -1.439 -0.230 0.834 -0.349
H 5.043 -2.524 3.147 0.472 0.252 -0.282
H 4.054 2.181 3.951 0.283 -0.132 -0.178
H -5.099 -9.020 1.017 0.188 -0.103 0.181
H -2.088 2.236 0.240 0.401 0.286 -0.484
H -3.259 -3.236 4.846 -0.630 -0.050 0.768
H 2.416 -1.666 3.968 -0.622 -0.676 -0.585
H 0.315 5.049 4.612 0.610 0.931 0.104
H 4.743 -3.093 1.478 -0.157 -0.243 -0.066
H -3.914 -1.440 6.133 0.081 0.357 0.064
H -1.311 -2.386 0.864 -0.362 0.229 0.342
H 6.966 2.626 0.300 -0.019 0.317 0.013
H 4.318 -0.775 1.720 -0.128 0.786 0.730
H 6.952 -1.270 -1.089 -0.161 0.678 0.573
H -0.771 5.813 3.462 0.229 0.022 -0.682
H 4.364 2.794 5.558 -0.422 -0.760 0.620
H -3.389 4.369 -1.682 -0.299 0.135 0.271
H -2.350 -1.643 6.959 0.058 -0.102 -0.190
H -0.963 -4.296 3.106 0.261 -0.493 0.068
H 3.663 5.897 -1.425 0.675 0.095 -0.015
H -3.164 2.556 4.498 0.042 -0.387 0.725
H 2.368 0.955 2.398 0.698 0.160 0.601
H 0.207 -1.552 1.259 0.193 -0.496 -0.704
H -1.237 -3.163 -1.745 -0.002 -0.041 0.691
H -4.380 -2.945 0.264 -0.172 0.399 -0.101
H 2.989 3.342 4.629 -0.248 0.164 0.157
H -1.188 -4.816 -2.346 -0.045 0.168 -0.314
H 2.207 -3.449 -6.327 0.506 0.625 0.164
H -1.691 2.519 -3.428 -0.308 0.611 -0.409
H -3.153 0.623 1.426 -0.120 0.304 0.031
H 2.258 -3.933 1.389 0.174 0.100 -0.028
H 1.108 0.067 5.134 0.445 0.143 0.631
H -6.884 -5.420 -1.363 0.258 0.364 0.253
H 2.768 -1.373 1.361 -0.163 -0.744 0.015
```
Forces are in eV/Å.

E = -141700.0900 eV
2S+1 = 1
gap between HOMO and LUMO = 6.1 eV
energy above the lowest of the compared OMol25 structures with the same formula, charge and spin = 87.8 kcal per mole

These are the Löwdin partial charges, in e, on atoms 1 to 5: number 1, F, carries 0.081; number 2, F, carries 0.226; number 3, F, carries 0.047; number 4, F, carries 0.138; number 5, F, carries 0.137